118
Properties=species:S:1:pos:R:3 method="wB97M-V/def2-TZVPD" orbital_gap_ev=7.18 lumo_ha=-0.028 spin_multiplicity=1
Br -0.864 -0.294 -5.575
Cl 9.630 -0.460 0.079
Cl 5.899 -2.603 -4.446
Cl 0.136 -3.824 10.065
Cl -6.361 3.594 3.959
Cl -4.177 8.512 -3.522
Cl 0.942 12.586 3.954
Cl 2.543 12.901 1.550
Cl -6.479 2.833 1.162
Cl -1.187 -1.244 10.248
Cl 3.602 4.891 1.202
Cl -1.258 8.457 -3.488
Cl -3.231 10.452 -1.739
Cl -2.179 2.356 -2.749
Cl -1.174 11.374 0.094
Cl 2.424 10.324 2.888
Cl 4.687 -1.478 1.814
Cl 12.251 -1.521 0.747
Cl 4.018 2.053 0.739
Cl -2.754 5.983 -3.707
Cl -6.212 0.786 3.205
Cl -2.496 13.263 -1.677
Cl 1.211 -2.393 5.554
Cl 5.892 -3.398 3.626
Cl 1.319 3.107 1.037
Cl 4.698 -0.498 -2.841
Cl 1.715 -1.393 10.277
Cl 3.823 -4.256 1.775
Cl -6.193 -7.236 1.323
Cl 0.490 2.976 -3.749
Cl 11.305 -1.609 -1.998
Cl -3.908 -5.431 1.505
Cl -3.497 -8.278 0.988
Cl -1.832 3.422 -5.438
Cl 7.582 -0.826 -2.884
S -3.926 0.802 -0.816
S -3.124 -3.432 2.958
P -2.154 -3.737 1.245
P -3.167 -0.466 0.438
O -3.017 0.347 1.886
O -2.494 -3.939 -2.019
O -4.294 -1.623 0.682
O 1.172 0.923 -1.517
O 1.913 -0.627 0.140
O -3.879 -2.277 -2.088
N -0.393 -2.666 -1.464
N -0.308 -6.099 -0.717
C 4.414 -2.927 2.787
C 10.837 -1.695 -0.297
C -6.904 2.371 2.807
C -1.378 -0.674 -2.784
C -0.947 -2.343 0.792
C -1.474 -1.147 -0.097
C -0.284 -1.958 2.147
C 1.719 -2.491 -2.879
C 0.324 -3.183 -2.658
C 1.533 11.798 2.489
C -1.535 -1.689 -1.592
C 0.356 -3.119 2.987
C 6.094 -0.961 -3.823
C -2.739 -2.681 -1.907
C -2.690 11.790 -0.721
C 0.608 -5.561 -0.025
C 0.229 -2.110 9.642
C -3.445 -0.403 -4.403
C -2.041 -1.084 -4.140
C 1.072 -4.069 -0.055
C -1.215 3.432 -3.779
C -0.647 0.186 0.124
C 3.003 3.269 1.542
C -0.097 -3.134 4.498
C 1.976 -1.946 -4.327
C -0.056 -3.069 -0.293
C -2.719 7.700 -4.125
C -4.503 -7.080 1.817
B 0.859 0.149 -0.393
H -1.014 -2.527 4.650
H -0.258 -4.171 4.861
H -2.052 -2.163 -4.377
H 0.275 -4.138 2.558
H -0.278 -0.566 -2.968
H 1.455 -2.921 3.047
H 3.057 3.102 2.612
H 1.615 -3.882 0.905
H -0.710 -5.379 -1.342
H -7.983 2.294 2.875
H 1.754 -0.851 -4.293
H -3.341 0.505 -5.027
H -4.077 -1.159 -4.923
H -1.708 0.381 -2.559
H -3.898 0.383 2.307
H 0.502 -1.173 2.052
H -2.704 7.788 -5.206
H 1.317 -2.398 -5.101
H 3.050 -2.002 -4.612
H 10.396 -2.668 -0.113
H 0.677 11.523 1.882
H -1.055 -1.475 2.798
H -3.943 -0.109 -3.458
H -1.140 1.059 -0.370
H 6.159 -0.282 -4.665
H -3.444 11.972 0.036
H 2.138 0.986 -1.614
H -5.134 -1.278 0.323
H 2.503 -3.273 -2.709
H 1.873 -4.005 -0.831
H 1.953 -1.671 -2.171
H 2.658 -0.023 0.325
H -0.269 -3.067 -3.586
H -0.615 0.470 1.206
H 3.656 -2.702 3.531
H 0.509 -4.276 -2.573
H -4.442 -7.264 2.884
H 1.112 -6.220 0.725
H -3.134 -3.990 0.266
H 0.243 -2.024 8.558
H -1.304 4.445 -3.390
H -1.444 -4.956 1.442

---

18
Properties=species:S:1:pos:R:3 method="wB97M-V/def2-TZVPD" orbital_gap_ev=10.77 lumo_ha=0.037 relative_energy_kj_mol=171.3 smiles="CC[C@H](C)C1=NC1" spin_multiplicity=1
N 2.026 -0.286 -1.155
C 2.344 1.069 -0.559
C -0.386 0.438 -0.439
C 1.084 0.379 -0.656
C -1.187 -0.467 -1.380
C -0.727 0.249 1.055
C -0.491 -1.162 1.595
H -0.977 -1.532 -1.225
H -1.124 -1.902 1.092
H 0.555 -1.469 1.469
H -1.782 0.528 1.187
H -0.612 1.485 -0.684
H 2.880 1.128 0.391
H -0.946 -0.227 -2.420
H -0.135 0.969 1.635
H -2.261 -0.296 -1.230
H -0.725 -1.203 2.665
H 2.517 1.883 -1.262

---

33
Properties=species:S:1:pos:R:3 method="wB97M-V/def2-TZVPD" orbital_gap_ev=8.96 lumo_ha=0.005 smiles="O=C(CSc1nc2ccccc2c(=O)[nH]1)c1ccccc1" spin_multiplicity=1
S 2.726 -1.994 1.031
O -1.056 -2.214 -2.114
O 3.989 1.164 0.702
N 0.565 -2.103 -0.543
N 0.308 -1.057 1.527
C 1.260 0.709 -1.537
C -3.073 0.271 1.806
C -1.543 -1.118 -0.045
C 3.499 -0.948 -0.272
C -0.064 2.318 0.294
C -2.857 -0.762 -0.351
C 3.201 0.500 0.075
C 1.863 1.010 -0.317
C -0.725 -1.845 -1.011
C 1.197 1.838 0.586
C -0.995 -0.769 1.204
C 1.017 -1.669 0.665
C -0.664 2.002 -0.915
C -3.614 -0.071 0.567
C -1.779 -0.072 2.127
C 0.005 1.209 -1.833
H -1.341 0.186 3.077
H -4.630 0.207 0.331
H -0.454 0.972 -2.781
H 4.566 -1.145 -0.182
H -0.581 2.942 1.007
H 1.776 0.112 -2.275
H 1.679 2.074 1.522
H 3.133 -1.253 -1.249
H -3.676 0.813 2.519
H -1.651 2.375 -1.144
H 1.170 -2.642 -1.152
H -3.251 -1.043 -1.316

---

104
Properties=species:S:1:pos:R:3 method="wB97M-V/def2-TZVPD" orbital_gap_ev=5.27 lumo_ha=-0.233 spin_multiplicity=1 charge=+2
Ti 1.233 0.960 -0.987
S 0.987 -2.240 -0.155
F 3.041 1.879 0.286
F 1.932 2.576 2.185
O -7.703 0.418 8.202
O 3.002 -0.102 -1.249
N 2.268 -3.839 -1.822
N -3.962 0.679 3.061
N 1.175 0.497 1.000
N -0.082 3.588 0.317
N 0.902 3.126 -0.480
N -2.347 0.196 4.510
N 0.959 0.694 -2.832
N 4.552 -0.958 -2.602
N -0.792 0.949 -0.686
C 1.249 -2.368 -4.980
C -2.778 0.627 2.410
C -7.018 0.528 5.986
C 0.121 4.861 0.671
C -7.435 0.314 9.593
C 3.464 -3.396 0.145
C -1.762 1.187 -1.575
C 0.313 2.978 -3.601
C -3.494 1.075 0.071
C -1.155 0.752 0.627
C 2.127 -2.903 -6.080
C -0.394 0.228 2.886
C 1.742 4.157 -0.626
C -0.406 -1.338 -3.000
C -3.106 1.260 -1.244
C 3.273 -4.598 -2.308
C -6.037 0.526 5.030
C 0.684 -0.217 3.748
C -0.130 0.483 1.541
C -0.735 -2.546 -3.608
C 1.115 1.444 -5.293
C -3.690 0.418 4.331
C 1.911 -0.394 3.250
C 0.721 -0.599 -3.372
C 1.286 1.795 -3.806
C 4.493 -4.168 -0.321
C 0.081 -3.039 -4.621
C -4.683 0.395 5.386
C -1.732 0.327 3.292
C 2.736 2.252 -3.548
C 4.203 -0.319 -1.489
C -5.342 0.278 7.707
C 2.293 0.006 1.893
C -6.683 0.404 7.342
C 2.301 -3.177 -0.636
C 5.300 0.106 -0.564
C 1.566 -1.184 -4.329
C -1.942 -3.306 -3.140
C 4.418 -4.766 -1.593
C -2.517 0.824 1.032
C 1.291 5.272 0.070
C -4.360 0.272 6.736
B 2.289 1.498 1.448
H 0.701 3.862 -4.106
H 3.829 -1.272 -3.234
H 1.427 -3.717 -2.378
H 2.915 2.400 -2.477
H -8.062 0.626 5.720
H -1.905 -0.053 5.377
H -1.767 -3.697 -2.133
H 0.455 -0.493 4.769
H -4.530 1.106 0.383
H 5.368 -4.340 0.295
H 3.444 1.503 -3.906
H 5.223 -5.374 -1.977
H 5.124 -0.315 0.426
H -2.819 -2.660 -3.087
H -3.832 1.452 -2.021
H -1.454 1.307 -2.601
H -0.652 2.746 -4.056
H 3.101 -5.062 -3.269
H 5.513 -1.158 -2.818
H -6.826 1.150 9.942
H -8.403 0.346 10.083
H 6.280 -0.201 -0.919
H 1.856 -3.929 -6.325
H 0.217 0.849 -5.459
H -6.283 0.628 3.983
H 2.694 -0.830 3.857
H 2.002 -2.310 -6.988
H 0.154 3.222 -2.560
H 1.967 0.921 -5.720
H -2.168 -4.141 -3.801
H 5.277 1.189 -0.449
H -1.082 -0.966 -2.252
H 1.008 2.374 -5.850
H 2.944 3.185 -4.070
H -0.824 2.988 0.637
H 3.184 -2.873 -5.812
H 2.935 -0.704 1.382
H 2.459 -0.657 -4.641
H -5.061 0.190 8.747
H 3.488 -2.967 1.136
H -0.572 5.389 1.303
H -0.193 -3.952 -5.138
H -3.327 0.185 7.051
H 1.763 6.236 0.138
H 2.631 4.076 -1.227
H -6.941 -0.630 9.834

---

101
Properties=species:S:1:pos:R:3 method="wB97M-V/def2-TZVPD" orbital_gap_ev=5.54 lumo_ha=-0.002 relative_energy_kj_mol=176.6 spin_multiplicity=1
Sr 1.008 1.039 0.740
S 0.137 0.298 -2.414
P 0.803 -0.022 3.367
P 3.653 -0.842 2.082
Si -3.937 3.176 0.589
Si -2.945 2.027 -1.208
O 3.112 -0.887 3.467
O 3.446 0.507 1.328
O 0.422 1.490 3.139
N 2.945 -2.085 1.130
N 1.870 -1.809 -3.093
N -0.248 -2.159 -3.413
N 3.158 -0.234 -1.958
N -0.598 -1.203 3.341
N 0.826 0.025 5.091
N 5.285 -1.211 2.131
C 5.628 -2.289 3.050
C -0.104 -2.578 3.282
C -3.862 0.410 -1.541
C -5.249 -2.010 -1.830
C -1.691 -1.996 -3.505
C 4.283 -1.736 -3.435
C -3.968 5.017 0.202
C 4.340 0.268 -1.616
C 5.506 -1.202 -3.060
C -4.347 -1.846 -0.786
C -5.457 -0.973 -2.728
C 0.416 -3.307 -3.794
C 1.726 -3.097 -3.601
C 6.207 -0.089 2.220
C 5.546 -0.180 -2.122
C -2.798 4.659 -5.074
C -1.626 4.091 -4.597
C 3.143 -1.225 -2.821
C -2.853 2.852 2.083
C -3.659 -0.650 -0.653
C -4.774 0.228 -2.579
C -5.691 2.539 0.844
C 0.631 -1.232 -2.961
C -2.837 3.062 -2.767
C 1.620 -1.715 0.608
C -1.553 -0.895 2.312
C -4.005 3.654 -3.259
C -1.648 3.299 -3.457
C -3.993 4.438 -4.402
C 0.803 -1.195 5.874
C 1.829 0.944 5.620
C 3.729 -2.963 0.295
H -1.647 -1.688 1.557
H -2.782 5.275 -5.964
H -0.110 -4.172 -4.154
H -2.950 -0.541 0.161
H -2.018 -2.336 -4.486
H -4.179 -2.648 -0.077
H 0.751 -0.921 6.931
H -4.345 5.576 1.061
H 2.559 -3.760 -3.733
H -1.936 -0.947 -3.373
H -3.100 3.515 2.914
H 1.834 1.861 5.035
H -6.158 -1.096 -3.544
H 6.476 0.258 -1.792
H 6.595 -2.711 2.761
H -2.185 -2.573 -2.724
H -1.807 3.028 1.823
H 1.029 -2.620 0.445
H -0.692 4.261 -5.118
H 6.215 0.352 3.225
H 1.564 1.201 6.649
H 1.702 -1.814 5.734
H -5.688 1.478 1.100
H 0.962 -2.612 3.530
H -1.557 1.598 -0.812
H 1.232 -1.161 1.434
H 4.294 1.107 -0.936
H -1.240 0.032 1.800
H -4.607 5.240 -0.654
H -6.196 3.080 1.647
H -4.945 1.024 -3.296
H -0.636 -3.221 3.991
H 7.217 -0.436 1.986
H 1.764 -1.230 -0.364
H -4.946 3.507 -2.736
H 6.414 -1.579 -3.510
H 4.233 -2.504 -4.191
H -2.556 -0.671 2.697
H 4.775 -2.919 0.585
H 3.670 -2.688 -0.769
H -0.083 -1.780 5.642
H 5.681 -1.931 4.084
H 5.919 0.681 1.508
H -5.791 -2.940 -1.941
H -2.971 5.396 -0.033
H -2.927 1.824 2.443
H 4.874 -3.074 3.010
H 2.838 0.512 5.610
H 3.375 -3.997 0.386
H -6.291 2.654 -0.062
H -4.911 4.882 -4.764
H -0.223 -3.017 2.283
H -0.725 2.846 -3.116

---

14
Properties=species:S:1:pos:R:3 method="wB97M-V/def2-TZVPD" orbital_gap_ev=8.65 lumo_ha=0.032 relative_energy_kj_mol=259.7 smiles="C=C/C=C(/C)O" spin_multiplicity=1
O 1.196 -1.320 -0.743
C 0.668 1.450 0.147
C -1.038 -1.977 -0.589
C -0.016 -0.882 -0.460
C -0.336 0.499 -0.154
C 0.501 2.254 1.268
H 1.549 1.466 -0.447
H -0.541 -2.419 -1.432
H -1.105 -2.738 0.318
H 1.024 3.216 1.535
H -1.382 0.582 0.027
H -0.348 2.214 2.017
H -1.988 -1.603 -1.019
H 1.817 -0.742 -0.466

---

18
Properties=species:S:1:pos:R:3 method="wB97M-V/def2-TZVPD" orbital_gap_ev=9.48 lumo_ha=0.024 relative_energy_kj_mol=228.8 spin_multiplicity=1
Br -0.351 -1.068 2.247
Br 2.355 -0.101 -1.464
C -1.824 1.594 0.254
C -1.575 -0.188 -1.385
C 1.657 -0.526 0.311
C 0.385 -0.361 0.682
C 2.816 -1.150 1.086
C -0.930 0.747 -0.540
H -2.389 0.958 0.897
H 3.603 -0.432 1.082
H 3.111 -2.087 0.613
H -1.408 2.467 0.619
H -0.950 -0.995 -1.744
H -2.017 0.383 -2.254
H -0.111 1.127 -1.192
H 2.630 -1.473 2.219
H -2.578 1.683 -0.539
H -2.425 -0.579 -0.894

---

60
Properties=species:S:1:pos:R:3 method="wB97M-V/def2-TZVPD" orbital_gap_ev="6.52 / 5.46" lumo_ha="-0.288 / -0.332" relative_energy_kj_mol=196.6 spin_multiplicity=4 charge=+2
Mo 0.274 0.726 -1.665
Ge 0.336 0.583 0.826
S 2.612 -2.553 -3.044
S 2.613 0.451 -2.192
Si -0.542 3.272 1.132
Si -1.619 -0.787 1.275
Si 2.462 0.301 1.992
F -1.766 2.835 -4.843
F 0.044 1.459 -4.491
F -2.012 0.781 -3.845
F -0.676 2.296 -1.961
N 0.581 -1.141 -2.435
C 0.695 4.251 0.209
C -1.304 -2.751 -2.754
C 0.715 -4.609 -3.462
C -0.910 -2.498 1.075
C -1.618 -4.050 -3.107
C 1.907 -1.096 -2.571
C 2.985 -1.325 1.256
C -2.296 3.329 0.631
C -0.621 -4.969 -3.453
C 2.122 0.179 3.804
C 0.035 -2.391 -2.756
C -2.299 -0.474 2.964
C -0.235 3.022 2.923
C 1.027 -3.302 -3.109
C -2.853 -0.417 -0.088
C 3.569 1.713 1.530
B -1.260 1.719 -4.415
H 0.827 2.966 3.155
H 1.670 4.209 0.693
H -3.483 -1.290 -0.276
H -2.653 -4.361 -3.126
H -0.290 -2.590 0.179
H 1.766 1.119 4.225
H 1.483 -5.318 -3.739
H -0.650 3.904 3.432
H -0.751 2.147 3.322
H 2.401 -2.151 1.665
H 1.392 -0.601 4.024
H -0.897 -5.978 -3.727
H -3.512 0.414 0.170
H -2.530 4.365 0.362
H -2.843 0.470 3.021
H 2.890 -1.332 0.168
H 4.037 -1.507 1.490
H 4.612 1.452 1.731
H -2.999 -1.274 3.218
H -2.938 3.029 1.460
H 3.049 -0.081 4.323
H -2.382 -0.162 -1.046
H -2.074 -2.032 -2.507
H 3.490 1.957 0.470
H -0.305 -2.782 1.938
H 0.787 3.946 -0.833
H -1.513 -0.473 3.723
H -2.518 2.718 -0.242
H 0.353 5.293 0.204
H -1.726 -3.220 0.983
H 3.340 2.607 2.115

---

19
Properties=species:S:1:pos:R:3 method="wB97M-V/def2-TZVPD" orbital_gap_ev=8.00 lumo_ha=0.146 relative_energy_kj_mol=0.0 spin_multiplicity=1 charge=-1
Si 0.455 -0.425 0.007
O -0.710 -1.471 0.066
N -3.594 -1.155 0.695
C -4.003 -0.160 0.036
C 0.478 0.600 -1.570
C 2.364 -1.277 -0.049
C 0.585 0.796 1.484
H -2.665 -1.342 0.482
H 1.178 1.408 -1.604
H 1.575 0.725 2.004
H 1.013 0.070 -2.423
H -0.379 1.242 -1.855
H 2.813 -0.716 -0.809
H 0.455 1.792 1.175
H -0.199 0.383 2.110
H 2.090 -2.332 -0.153
H -3.434 0.353 -0.690
H 2.791 -1.057 0.930
H -5.044 0.119 0.170

---

8
Properties=species:S:1:pos:R:3 method="wB97M-V/def2-TZVPD" orbital_gap_ev=11.02 lumo_ha=0.038 relative_energy_kj_mol=119.6 smiles=c1cnoc1 spin_multiplicity=1
O 0.777 -1.289 -0.017
N -0.635 -1.381 -0.024
C -0.046 0.792 -0.077
C 1.081 0.018 -0.047
C -1.090 -0.140 -0.028
H 2.177 0.245 0.024
H -0.104 1.840 0.182
H -2.159 -0.086 -0.012

---

For each record above, in turn, the calculated DFT total energy values are -21377.49817 -289.90643 -1275.13448 -3743.38129 -3550.92726 -270.45899 -5382.52586 -4917.01733 -579.12907 -246.04597 Ha.